Formula: C34H57AsClN4OPRuS4
Source: the Open Molecules 2025 dataset
Level of theory: ωB97M-V with the def2-TZVPD basis set

Element x y z (Å)
Ru  0.0162  0.5637  0.1283
C  1.9126  0.2512  1.4757
C  2.4500  0.3383  0.1686
C  2.1535  1.6776  -0.3299
C  1.4079  2.3037  0.6967
C  1.2749  1.4512  1.8305
C  0.7665  1.7867  3.2276
C  1.9558  1.6543  4.1929
C  0.2512  3.2249  3.2960
C  -0.3364  0.8300  3.6860
C  2.4212  2.3893  -1.6683
C  3.9094  2.4164  -2.0400
C  1.6283  1.7945  -2.8354
C  1.9845  3.8603  -1.5532
C  3.3897  -0.7573  -0.3562
C  4.8398  -0.2939  -0.1220
C  3.2190  -2.0459  0.4664
C  3.2023  -1.1152  -1.8343
H  1.9900  -0.6086  2.1194
H  1.1028  3.3339  0.6827
H  2.7937  2.2772  3.8734
H  2.3023  0.6227  4.2437
H  1.6611  1.9619  5.1986
H  1.0227  3.9427  3.0076
H  -0.0577  3.4564  4.3172
H  -0.6154  3.3740  2.6526
H  0.0049  -0.2047  3.6844
H  -1.2089  0.8789  3.0359
H  -0.6480  1.0847  4.7013
H  4.2917  1.4337  -2.2981
H  4.5146  2.8169  -1.2252
H  4.0520  3.0599  -2.9119
H  2.0755  0.8686  -3.1924
H  1.6167  2.5005  -3.6706
H  0.5953  1.5785  -2.5489
H  2.4636  4.3694  -0.7160
H  0.9028  3.9468  -1.4379
H  2.2587  4.3861  -2.4693
H  5.0173  -0.1445  0.9444
H  5.0790  0.6344  -0.6298
H  5.5304  -1.0642  -0.4744
H  3.5064  -1.8976  1.5073
H  3.8783  -2.8122  0.0535
H  2.1968  -2.4129  0.4287
H  3.5822  -0.3440  -2.5013
H  2.1556  -1.2945  -2.0641
H  3.7580  -2.0295  -2.0499
S  -2.1063  -4.0398  3.2096
As  -3.0247  -3.2313  1.5176
S  -0.7614  -1.4049  1.1127
S  -0.0285  -1.6725  -0.7214
S  -4.6152  -1.9090  2.0101
O  -1.4499  0.7084  -1.9952
P  -2.3135  0.6892  -3.2001
N  -1.3546  0.2207  -4.4791
C  -1.8758  0.1087  -5.8432
C  -0.9746  -0.9288  -6.5190
C  0.3108  -0.8676  -5.6990
C  -0.2170  -0.6907  -4.2842
N  -3.6171  -0.3312  -3.2332
C  -4.8589  -0.0182  -2.4899
C  -5.1508  -1.2597  -1.6565
C  -4.5255  -2.3880  -2.4610
C  -3.2506  -1.7560  -2.9925
N  -2.9632  2.1773  -3.5405
C  -2.0325  3.3057  -3.6008
C  -2.8844  4.4388  -4.1521
C  -3.7895  3.7177  -5.1462
C  -4.1077  2.3997  -4.4382
H  -1.8074  1.0773  -6.3547
H  -2.9259  -0.1992  -5.8450
H  -0.8291  -0.7207  -7.5785
H  -1.4179  -1.9225  -6.4287
H  0.9063  0.0024  -5.9860
H  0.9281  -1.7586  -5.8037
H  0.4995  -0.2600  -3.5916
H  -0.5349  -1.6516  -3.8662
H  -5.6656  0.1780  -3.2063
H  -4.7302  0.8782  -1.8787
H  -6.2192  -1.3956  -1.4938
H  -4.6789  -1.2136  -0.6757
H  -5.1750  -2.6882  -3.2889
H  -4.3131  -3.2617  -1.8455
H  -2.9107  -2.2154  -3.9253
H  -2.4442  -1.8266  -2.2523
H  -1.1934  3.0876  -4.2764
H  -1.6188  3.5095  -2.6108
H  -2.2825  5.2240  -4.6078
H  -3.4810  4.8823  -3.3532
H  -3.2501  3.5314  -6.0779
H  -4.6927  4.2777  -5.3863
H  -4.2415  1.5695  -5.1326
H  -5.0309  2.4880  -3.8556
Cl  -5.7010  1.2930  1.0313
C  -4.1301  1.9484  0.7448
C  -4.0321  3.3022  0.4983
C  -2.7744  3.8317  0.2891
C  -1.6860  2.9889  0.3556
N  -1.7664  1.6678  0.6079
C  -2.9899  1.1403  0.7701
H  -4.9214  3.9171  0.4847
H  -2.6259  4.8847  0.0938
H  -0.7004  3.3772  0.1977
H  -3.0748  0.0780  0.9741

LUMO level (alpha / beta), eV: 2.038 / 2.038
Energy relative to the best compared isomer or geometry (same formula, charge and spin), eV: 1.484
2S+1: 2
Frontier orbital gap (alpha / beta), eV: 5.5 / 5.5
Charge: -1

=====

Formula: C4H16NO3
Source: the Open Molecules 2025 dataset
Level of theory: ωB97M-V with the def2-TZVPD basis set

Element x y z (Å)
C  1.1271  -0.8159  1.4041
C  1.9531  -0.1067  0.2912
C  0.9848  0.3417  -0.8367
C  1.7292  1.1266  -1.9115
O  -2.2738  0.0744  0.9769
N  0.2584  0.2026  2.0707
H  0.5371  -1.6457  1.0022
H  1.8187  -1.1961  2.1560
H  2.7209  -0.7519  -0.1480
H  2.4354  0.7234  0.8091
H  0.2196  -0.4060  -1.0383
H  0.3942  1.1499  -0.3823
H  1.0210  1.5525  -2.6273
H  2.4968  0.5952  -2.4834
H  2.2153  1.9619  -1.3991
H  -0.6977  0.1529  1.6359
H  0.1210  -0.0477  3.0475
H  -2.1443  1.0510  -0.5730
H  -2.1991  -1.7245  0.4960
H  -2.2446  -3.0705  -0.3460
O  -1.7828  -2.2281  -0.2159
H  -3.0731  0.6044  1.1431
H  -3.2818  1.1163  -1.5841
O  -2.3353  1.3404  -1.4869

LUMO level (alpha / beta), eV: 0.301 / -3.678
Energy relative to the best compared isomer or geometry (same formula, charge and spin), eV: 0.951
2S+1: 2
Frontier orbital gap (alpha / beta), eV: 10.2 / 5.6
Charge: 0

=====

Formula: C4H5NO2
Source: the Open Molecules 2025 dataset
Level of theory: ωB97M-V with the def2-TZVPD basis set

Element x y z (Å)
O  -2.6575  0.7469  -0.0728
C  -1.7730  -0.0665  0.0136
C  -0.3819  0.1836  -0.5150
C  0.5324  0.7522  0.5915
N  1.8121  0.0677  0.3924
C  1.5318  -0.9312  -0.3269
O  0.2727  -1.0586  -0.8303
H  -1.8899  -1.0320  0.5480
H  -0.4252  0.8098  -1.4144
H  0.6115  1.8403  0.5945
H  0.1638  0.4387  1.5771
H  2.2031  -1.7510  -0.5578

LUMO level, eV: 0.813
Energy relative to the best compared isomer or geometry (same formula, charge and spin), eV: 1.277
2S+1: 1
Frontier orbital gap, eV: 11.0
Structure (SMILES): O=C[C@H]1CN=CO1
Charge: 0

=====

Formula: C2H2FHgLiMgO
Source: the Open Molecules 2025 dataset
Level of theory: ωB97M-V with the def2-TZVPD basis set

Element x y z (Å)
C  0.4962  -0.4499  1.1034
C  -0.4977  -1.2341  0.6585
O  0.8850  0.6318  0.3073
H  1.0681  -0.5238  2.0415
F  -1.3202  0.8491  -3.4073
H  -0.7281  -2.0437  1.3656
Li  -0.3152  -0.2040  -2.4791
Mg  2.1553  1.9656  0.4973
Hg  -1.7433  1.0089  -0.0873

LUMO level (alpha / beta), eV: -7.945 / -7.918
2S+1: 2
Frontier orbital gap (alpha / beta), eV: 3.7 / 4.3
Charge: +1

=====

Formula: C4H9NO2
Source: the Open Molecules 2025 dataset
Level of theory: ωB97M-V with the def2-TZVPD basis set

Element x y z (Å)
C  -0.4528  -1.3495  -0.6061
C  0.9917  1.6104  0.2956
N  0.0629  2.1570  -0.4510
C  -0.1416  -0.6166  0.6658
C  0.3163  -1.1781  1.7720
O  0.3305  1.9338  -1.8232
O  -1.4616  -0.6907  -1.3645
H  -0.5382  1.8070  -2.2241
H  -2.2705  -0.6709  -0.8398
H  -0.4059  0.5993  0.5055
H  0.4273  -1.3609  -1.2549
H  -0.7453  -2.3901  -0.4030
H  1.8699  1.1116  -0.1076
H  0.9630  1.8805  1.3417
H  0.6085  -2.2208  1.8037
H  0.4458  -0.6221  2.6900

LUMO level, eV: 0.786
Energy relative to the best compared isomer or geometry (same formula, charge and spin), eV: 5.561
2S+1: 1
Frontier orbital gap, eV: 10.0
Structure (SMILES): C=CCO.C=NO
Charge: 0

=====

Formula: C16H47O8Pd
Source: the Open Molecules 2025 dataset
Level of theory: ωB97M-V with the def2-TZVPD basis set

Element x y z (Å)
Pd  2.1670  0.1424  -3.3613
C  0.3068  -1.3589  -0.1131
C  0.3095  0.1270  -0.4449
O  0.6384  0.5030  -1.7133
H  -0.5922  -1.8693  -0.4803
H  0.3395  -1.7172  0.9155
H  1.1338  -1.8513  -0.6331
H  0.9875  0.6108  0.2730
H  -0.6144  0.5544  -0.0277
C  4.1280  -3.0213  -1.0019
C  4.3967  -2.0673  -2.1599
O  3.7076  -0.8232  -1.9446
H  4.3850  -2.5537  -0.0503
H  4.6043  -3.9971  -1.0727
H  3.0545  -3.2218  -0.9612
H  4.0846  -2.4822  -3.1170
H  5.4722  -1.8904  -2.2411
H  3.8485  -0.5928  -1.0002
C  -2.3998  4.5714  -4.3750
C  -1.2093  3.8970  -3.7522
O  -1.3849  2.5024  -3.4358
H  -2.5809  4.1070  -5.3466
H  -2.1665  5.6337  -4.4757
H  -3.3475  4.6059  -3.8344
H  -0.9739  4.4744  -2.8544
H  -0.3890  3.9403  -4.4701
H  -0.9913  2.3661  -2.5678
C  3.1147  -0.5000  2.6968
C  4.1283  0.3143  1.8884
O  3.6722  0.2256  0.5196
H  2.8632  -1.4508  2.2311
H  2.1787  0.0151  2.9206
H  3.4800  -0.6715  3.7155
H  5.0991  -0.1384  2.0735
H  4.1289  1.3195  2.3118
H  2.8060  0.6347  0.6093
C  -3.1485  3.6628  1.2187
C  -1.8610  2.9245  0.7582
O  -1.6692  3.0968  -0.6477
H  -3.9541  3.1298  0.7071
H  -3.1970  4.6855  0.8491
H  -3.2518  3.6121  2.2995
H  -2.0169  1.8610  0.9563
H  -1.0018  3.3387  1.2795
H  -2.4251  2.6993  -1.0940
C  -2.5194  -1.9609  3.5197
C  -2.9670  -2.5583  2.1840
O  -4.1042  -3.3952  2.2759
H  -1.6084  -1.3957  3.3447
H  -2.2014  -2.7540  4.2041
H  -3.3084  -1.3837  3.9940
H  -2.1204  -3.0709  1.7208
H  -3.2280  -1.6412  1.6410
H  -4.4361  -3.5271  1.3839
C  -0.5615  -3.6770  -3.4490
C  0.1529  -2.6616  -4.3747
O  1.0389  -1.8939  -3.5116
H  -1.2248  -3.2667  -2.6854
H  0.1567  -4.3292  -2.9531
H  -1.1949  -4.2917  -4.0934
H  -0.4876  -1.9171  -4.8487
H  0.6635  -3.2485  -5.1359
H  0.6882  -2.0036  -2.6235
C  -0.1339  0.7689  3.7305
C  -1.2350  1.1240  4.7202
O  -2.3615  1.6105  4.0384
H  -0.5766  0.2906  2.8557
H  0.6218  0.1861  4.2528
H  0.3622  1.6652  3.3479
H  -0.7786  1.8507  5.4039
H  -1.4670  0.2479  5.3365
H  -3.0299  1.8840  4.6738

LUMO level (alpha / beta), eV: -3.555 / -5.607
2S+1: 3
Frontier orbital gap (alpha / beta), eV: 8.8 / 6.7
Charge: +1

=====

Formula: C69H64FGeNO8P4Rh
Source: the Open Molecules 2025 dataset
Level of theory: ωB97M-V with the def2-TZVPD basis set

Element x y z (Å)
Rh  0.2756  0.2447  0.0314
F  4.1403  1.7821  3.6560
Ge  3.2726  0.9043  2.3723
C  3.3455  2.5365  1.2419
C  4.6485  3.0334  1.3545
C  5.0003  4.2516  0.8058
C  4.0382  5.0147  0.1628
C  2.7587  4.5167  0.0110
C  2.3927  3.2589  0.5151
P  0.7066  2.6620  0.1095
C  -0.3967  3.5467  1.2376
C  0.0643  4.4046  2.2333
C  -0.8518  5.0866  3.0250
C  -2.2156  4.9117  2.8253
C  -2.6740  4.0386  1.8466
C  -1.7669  3.3467  1.0623
C  0.4932  3.5678  -1.4678
C  -0.3350  4.6795  -1.5753
C  -0.3901  5.3991  -2.7621
C  0.3769  5.0129  -3.8499
C  1.2280  3.9189  -3.7381
C  1.2914  3.2055  -2.5524
C  4.7392  -0.2402  1.7660
C  6.0226  -0.0969  2.2989
C  7.0441  -0.9402  1.8964
C  6.7971  -1.9376  0.9568
C  5.5334  -2.0915  0.4202
C  4.5011  -1.2413  0.8330
P  2.8163  -1.5875  0.0998
C  2.7078  -3.3006  0.6746
C  2.4088  -4.4218  -0.1023
C  2.4646  -5.6872  0.4543
C  2.7643  -5.8516  1.8035
C  3.0194  -4.7408  2.5956
C  2.9958  -3.4748  2.0367
C  3.2918  -1.3434  -1.6241
C  3.2376  -2.2613  -2.6694
C  3.6370  -1.8829  -3.9440
C  4.0702  -0.5873  -4.1896
C  4.1173  0.3401  -3.1515
C  3.7366  -0.0360  -1.8803
C  2.2567  -0.1607  3.6987
C  3.0482  -0.3232  4.8432
C  2.5603  -0.9801  5.9560
C  1.2598  -1.4674  5.9555
C  0.4826  -1.3355  4.8237
C  0.9752  -0.7206  3.6604
P  -0.2186  -0.6674  2.2618
C  -1.5488  0.1444  3.2123
C  -2.7412  -0.4976  3.5154
C  -3.6638  0.1227  4.3421
C  -3.3952  1.3754  4.8734
C  -2.1917  2.0077  4.5898
C  -1.2732  1.3978  3.7507
C  -0.7862  -2.4000  2.0629
C  -1.7197  -2.6381  1.0528
C  -2.1109  -3.9285  0.7398
C  -1.6028  -5.0048  1.4545
C  -0.7067  -4.7768  2.4862
C  -0.2825  -3.4863  2.7751
H  5.3949  2.4710  1.8962
H  6.0186  4.6084  0.9000
H  4.2842  5.9925  -0.2338
H  2.0242  5.1168  -0.5076
H  1.1265  4.5475  2.3888
H  -0.4966  5.7586  3.7968
H  -2.9242  5.4552  3.4394
H  -3.7361  3.8832  1.6989
H  -2.1261  2.6421  0.3219
H  -0.9317  5.0008  -0.7324
H  -1.0340  6.2674  -2.8312
H  0.3217  5.5664  -4.7799
H  1.8450  3.6236  -4.5790
H  1.9628  2.3616  -2.4695
H  6.2096  0.6739  3.0398
H  8.0365  -0.8260  2.3162
H  7.5901  -2.6077  0.6479
H  5.3436  -2.8744  -0.3045
H  2.1340  -4.3230  -1.1411
H  2.2785  -6.5521  -0.1703
H  2.7890  -6.8451  2.2355
H  3.2389  -4.8575  3.6501
H  3.2221  -2.6156  2.6575
H  2.9037  -3.2754  -2.5131
H  3.6018  -2.6066  -4.7488
H  4.3751  -0.2992  -5.1892
H  4.4481  1.3550  -3.3388
H  3.7755  0.6880  -1.0705
H  4.0429  0.0973  4.8745
H  3.1865  -1.0828  6.8338
H  0.8480  -1.9414  6.8388
H  -0.5368  -1.6994  4.8354
H  -2.9539  -1.4740  3.0993
H  -4.5995  -0.3747  4.5668
H  -4.1229  1.8609  5.5127
H  -1.9666  2.9756  5.0180
H  -0.3327  1.8918  3.5304
H  -2.1373  -1.8079  0.5026
H  -2.8116  -4.0926  -0.0713
H  -1.9054  -6.0152  1.2074
H  -0.3270  -5.6066  3.0703
H  0.4448  -3.3414  3.5581
O  0.4645  -2.0642  -0.6827
C  -0.0079  -2.4642  -1.7593
C  -0.1302  -1.7128  -2.9492
C  -0.6481  -2.3449  -4.0930
C  -0.9037  -1.6222  -5.2144
C  -0.6908  -0.2295  -5.2393
C  -0.1821  0.4049  -4.1461
C  0.1868  -0.3170  -2.9759
O  0.8201  0.2702  -2.0217
N  -1.4260  -2.2993  -6.4070
O  -1.6394  -1.6144  -7.3907
O  -1.6125  -3.5020  -6.3443
H  -0.4063  -3.4914  -1.7848
H  -0.8371  -3.4132  -4.0986
H  -0.9422  0.3200  -6.1362
H  -0.0131  1.4718  -4.1459
C  -2.7694  2.5744  -3.0446
C  -3.9609  1.6694  -2.7911
C  -5.2534  2.4087  -3.0956
C  -3.8472  0.3956  -3.6253
O  -4.0162  1.3865  -1.3579
P  -3.2115  0.2921  -0.5163
O  -3.4787  0.5374  0.9123
O  -1.7426  0.2867  -0.9561
O  -3.7765  -1.1217  -1.0137
C  -5.0995  -1.6624  -0.6808
C  -5.1064  -2.1762  0.7553
C  -6.2075  -0.6250  -0.8406
C  -5.2961  -2.8062  -1.6592
H  -2.7088  2.8436  -4.1033
H  -1.8513  2.0636  -2.7488
H  -2.8708  3.4854  -2.4520
H  -5.2961  2.6781  -4.1531
H  -5.3066  3.3172  -2.4912
H  -6.1158  1.7859  -2.8517
H  -3.7976  0.6608  -4.6848
H  -4.7068  -0.2583  -3.4697
H  -2.9457  -0.1539  -3.3526
H  -4.9036  -1.3484  1.4383
H  -4.3471  -2.9457  0.8995
H  -6.0840  -2.6026  0.9880
H  -6.0231  0.2354  -0.1968
H  -7.1608  -1.0766  -0.5635
H  -6.2750  -0.2783  -1.8729
H  -4.4292  -3.4723  -1.6366
H  -5.4082  -2.4280  -2.6783
H  -6.1893  -3.3775  -1.3975

LUMO level (alpha / beta), eV: -2.649 / -6.549
2S+1: 5
Frontier orbital gap (alpha / beta), eV: 7.3 / 4.1
Charge: +1

=====

Formula: C4H12
Source: the Open Molecules 2025 dataset
Level of theory: ωB97M-V with the def2-TZVPD basis set

Element x y z (Å)
C  0.1102  -1.8995  -0.5907
C  0.6632  -2.5678  0.6830
H  0.2502  -0.8218  -0.6216
H  0.5129  -2.3264  -1.5138
H  -0.9787  -2.0196  -0.6436
H  1.2909  -1.8719  1.2355
H  1.2060  -3.4842  0.4495
H  -0.1622  -2.7566  1.3672
C  -0.9943  1.7868  0.0679
C  0.2526  2.6648  -0.1520
H  -0.7194  0.8887  0.6162
H  -1.7144  2.3092  0.6892
H  -1.4504  1.5404  -0.8844
H  0.3180  2.9578  -1.2030
H  1.1493  2.0715  -0.0147
H  0.2663  3.5286  0.5153

LUMO level, eV: 1.130
Energy relative to the best compared isomer or geometry (same formula, charge and spin), eV: 0.293
2S+1: 1
Frontier orbital gap, eV: 12.8
Structure (SMILES): CC.CC
Charge: 0

=====

Largest force on an atom in eV Å⁻¹, matching the order above: 2.9; 2.4; 0.5; 2.6; 4.9; 2.1; 2.0; 0.8